1.
A structure of composition C19H31Br12N3O3P in a non-equilibrium geometry, computed with wB97M-V/def2-TZVPD.

Geometry as XYZ:
```
69
Properties=species:S:1:pos:R:3:mulliken_charge:R:1
C 2.629 4.571 -0.451 -1.0624
C 1.134 4.131 -0.516 -0.5442
C 0.667 3.404 0.792 -0.0834
C 0.199 1.936 0.529 -0.3074
C -1.002 1.534 1.402 -0.1124
C -1.522 0.070 1.203 -0.6326
N -1.107 -0.419 -0.151 0.8733
C -1.825 -0.019 -1.167 0.7304
C -1.436 -0.425 -2.468 -0.2646
P -2.296 0.091 -4.050 0.1387
N -3.839 -0.650 -4.115 -0.6038
O -2.633 1.712 -3.856 -0.5104
C -0.332 -1.238 -2.577 -0.7354
C 0.334 -1.593 -1.371 0.2676
C 1.578 -2.465 -1.438 -1.1549
C 2.753 -1.583 -1.959 0.1389
C 3.839 -2.331 -2.793 -0.9982
O 3.424 -3.530 -3.440 -0.4040
C 2.737 -3.316 -4.620 0.7314
C 1.274 -3.728 -4.795 -0.7850
O 3.306 -2.832 -5.570 -0.5227
N -0.052 -1.196 -0.182 -0.8722
H 2.930 4.884 0.553 0.3128
H 3.223 3.706 -0.773 0.1722
H 2.764 5.373 -1.189 0.3725
H 0.469 4.985 -0.691 0.3904
H 1.052 3.468 -1.392 0.2450
H 1.514 3.352 1.489 0.5271
H -0.128 4.005 1.254 -0.0008
H 0.032 1.837 -0.555 0.1391
H 1.041 1.285 0.808 -0.2049
H -1.820 2.267 1.346 0.3677
H -0.646 1.578 2.442 0.0116
H -2.619 0.059 1.184 0.4566
H -1.190 -0.646 2.002 -0.0515
H -2.677 0.643 -1.040 0.5967
H -3.887 -1.138 -5.005 0.3002
H -4.538 0.093 -4.158 0.2849
H -2.216 2.060 -3.057 0.3531
H 0.027 -1.568 -3.549 0.3322
H 1.399 -3.375 -2.016 0.6348
H 1.843 -2.791 -0.422 0.3785
H 3.244 -1.160 -1.073 -0.2425
H 2.332 -0.784 -2.587 0.4911
H 4.189 -1.627 -3.564 0.4279
H 4.706 -2.500 -2.145 0.4044
H 0.811 -3.005 -5.475 0.3081
H 0.690 -3.690 -3.865 0.1961
H 1.221 -4.757 -5.165 0.3389
C -1.529 4.639 4.404 -0.3317
Br 0.010 5.496 3.623 0.0095
Br -3.014 4.581 3.172 -0.0277
Br -1.099 2.888 5.092 -0.0030
H -1.838 5.243 5.246 0.3504
C -1.979 -3.540 3.660 -0.4102
Br -3.401 -4.751 3.197 0.0124
Br -1.183 -2.735 2.090 0.0989
Br -2.550 -2.197 4.923 -0.0233
H -1.208 -4.124 4.144 0.4020
C -6.240 -3.352 6.805 -0.2241
Br -5.052 -4.833 7.140 -0.0124
Br -7.170 -3.551 5.127 -0.0091
Br -7.456 -3.065 8.270 -0.0181
H -5.626 -2.465 6.723 0.2555
C 5.596 1.494 0.838 -0.4031
Br 6.765 -0.034 0.903 -0.0393
Br 3.805 0.996 0.308 0.1395
Br 5.593 2.473 2.496 -0.0173
H 5.978 2.159 0.074 0.4219
```

For the HOMO energy, the calculation gives -11.741 eV. The molecular weight is 1339.3 g/mol. As for the charge: +1.

***

2.
A structure of composition C19H31IrN3O3P in a non-equilibrium geometry, computed with wB97M-V/def2-TZVPD.

Geometry as XYZ:
```
58
Properties=species:S:1:pos:R:3:mulliken_spin:R:1
Ir 0.099 -0.258 0.497 -0.0072
C -1.460 0.161 3.440 -0.0004
N -0.134 0.461 2.917 0.0147
C 0.092 1.896 2.717 0.0042
C 0.938 -0.212 3.660 -0.0016
C 2.173 -0.441 2.819 0.0033
N 1.838 -1.114 1.557 0.0076
C 2.974 -1.087 0.614 -0.0050
C 1.350 -2.499 1.760 -0.0004
H -1.561 0.518 4.472 -0.0001
H -1.646 -0.911 3.447 0.0002
H -2.230 0.647 2.846 0.0006
H 0.108 2.425 3.679 0.0005
H -0.714 2.328 2.127 -0.0016
H 1.050 2.086 2.234 -0.0007
H 0.559 -1.157 4.047 -0.0003
H 1.233 0.390 4.527 0.0011
H 2.881 -1.047 3.395 0.0000
H 2.672 0.502 2.593 -0.0009
H 3.813 -1.679 0.996 0.0006
H 3.334 -0.069 0.469 0.0005
H 2.683 -1.508 -0.348 0.0007
H 2.051 -3.068 2.379 -0.0009
H 1.259 -3.007 0.801 -0.0001
H 0.380 -2.506 2.260 0.0000
O -3.449 -0.370 -1.079 -0.0026
C -2.579 0.108 -0.410 -0.0062
O -2.028 -0.256 0.692 0.0040
C -1.903 1.403 -0.955 -0.0516
C -2.593 2.300 -1.761 0.0782
C -1.880 3.361 -2.290 0.0501
C -0.519 3.514 -1.980 -0.0090
C 0.279 4.570 -2.494 0.2795
C 1.632 4.687 -2.154 0.1911
C 2.217 3.771 -1.290 0.0051
C 1.468 2.719 -0.781 0.1513
C 0.093 2.568 -1.118 0.0809
N -0.623 1.527 -0.632 0.1116
H -3.646 2.159 -1.964 0.0020
H -2.375 4.060 -2.955 0.0045
H -0.189 5.295 -3.150 -0.0065
H 2.227 5.495 -2.560 0.0034
H 3.257 3.887 -1.017 -0.0001
H 1.909 1.975 -0.127 0.1140
C -1.858 -3.778 -0.923 0.0004
P -0.864 -2.721 -2.000 -0.0016
C 0.416 -3.734 -2.781 -0.0004
C -1.931 -2.081 -3.301 0.0001
O -0.150 -1.629 -1.187 -0.0131
H -2.166 -4.666 -1.475 0.0001
H -2.748 -3.229 -0.611 0.0000
H -1.283 -4.075 -0.047 0.0000
H -0.064 -4.554 -3.317 -0.0001
H 1.090 -4.139 -2.028 0.0001
H 0.983 -3.123 -3.482 -0.0001
H -2.318 -2.925 -3.874 0.0000
H -1.371 -1.427 -3.968 -0.0001
H -2.776 -1.537 -2.884 0.0000
```

As for the multiplicity: 2. For the HOMO energy (spin up / spin down), the calculation gives -18.629 / -18.654 eV. The molecular weight is 572.7 g/mol. As for the energy above the lowest of the compared OMol25 structures with the same formula, charge and spin: 29.08 kcal/mol. As for the charge: +3.

***

3.
A structure of composition C19H32Br2FHfO8PS in a non-equilibrium geometry, computed with wB97M-V/def2-TZVPD.

Geometry as XYZ:
```
65
Properties=species:S:1:pos:R:3:mulliken_charge:R:1
C 2.272 0.068 3.340 -1.0820
C 1.878 1.270 2.257 0.0766
C 2.920 1.149 0.996 -0.2002
C 2.653 -0.018 -0.080 0.2832
C 4.189 -0.333 -0.699 -1.0008
C 1.596 0.026 -1.262 0.4555
C 0.344 -1.092 -1.183 -1.4928
C 0.812 -2.652 -1.108 0.2866
C 1.885 -3.145 -2.246 -1.0905
F 1.266 -3.175 0.187 -0.3484
C -0.892 -0.667 -0.200 0.9968
C -2.224 -1.471 -0.826 -0.7931
C -3.653 -0.756 -0.374 -0.6475
O -4.229 0.131 -1.396 -0.0841
C -5.704 -0.053 -1.358 0.6594
C -6.635 0.083 -0.009 -0.7839
O -6.321 -0.382 -2.510 -0.2147
C -0.647 -0.993 1.401 -0.0596
P -1.528 -2.465 2.164 0.9260
O -1.313 -3.876 1.493 -0.4627
O -3.264 -2.271 2.424 -0.4729
O -0.866 -2.635 3.808 -0.4841
O -1.276 0.749 -0.213 -0.5701
S -0.919 1.590 -1.618 1.3710
O -1.692 0.954 -2.847 -0.5640
O -1.415 3.063 -1.685 -0.6043
C 0.978 1.425 -1.861 -0.6496
C 1.836 2.782 -1.754 0.1926
Br 3.283 3.046 -3.184 0.0534
C 1.758 3.921 -0.824 0.2260
C 0.740 3.888 0.418 -0.7008
Br 2.956 5.556 -1.008 0.1335
H 2.365 -0.980 2.779 0.2580
H 1.440 -0.097 4.165 0.2561
H 3.293 0.247 3.884 0.3849
H 2.149 2.284 2.824 0.3433
H 0.751 1.320 1.993 -0.2000
H 3.294 2.191 0.565 -0.2551
H 3.920 0.776 1.553 0.4348
H 2.453 -0.998 0.580 -0.0767
H 4.590 0.614 -1.284 0.1476
H 4.069 -1.275 -1.389 0.3283
H 4.875 -0.640 0.198 0.4158
H 2.215 -0.423 -2.195 0.6163
H -0.105 -1.035 -2.294 0.8062
H -0.177 -3.279 -1.358 0.3562
H 1.596 -4.200 -2.681 0.3795
H 1.953 -2.392 -3.142 0.2517
H 2.948 -3.247 -1.758 0.3066
H -2.195 -2.632 -0.606 0.5924
H -2.238 -1.426 -2.020 0.4978
H -4.432 -1.642 -0.193 0.5426
H -3.549 -0.233 0.694 0.1850
H -7.781 0.207 -0.224 0.3748
H -6.528 -0.945 0.587 0.3113
H -6.219 0.916 0.731 0.3252
H -0.940 -0.042 2.062 0.6851
H 0.508 -1.127 1.541 -0.7576
H -3.341 -1.365 2.847 0.3836
H -0.975 -1.727 4.246 0.3635
H 0.956 1.245 -3.056 0.7472
H 1.316 4.220 1.395 0.4740
H -0.086 4.731 0.240 0.4256
H 0.168 2.910 0.654 -0.1698
Hf 4.919 4.328 -1.580 0.9111
```

For the HOMO energy, the calculation gives -19.548 eV. The molecular weight is 808.8 g/mol. As for the charge: +4.

***

4.
A structure of composition C19H32DyGe2NO in a non-equilibrium geometry, computed with wB97M-V/def2-TZVPD.

Geometry as XYZ:
```
56
Properties=species:S:1:pos:R:3:mulliken_spin:R:1
Dy -1.208 -1.909 0.591 4.8513
C 3.420 -0.809 2.835 -0.0003
C 3.021 -1.865 1.790 0.0004
Ge 1.586 -1.191 0.587 0.0255
C 1.661 -2.485 -0.942 0.0012
C 0.451 -2.527 -1.885 -0.0122
C 2.285 0.516 -0.184 -0.0045
C 1.398 1.559 -0.195 -0.0085
Ge -0.164 0.753 0.738 0.0570
C -0.386 1.666 2.522 -0.0014
C -0.970 3.084 2.459 0.0003
C -1.822 1.145 -0.426 0.0054
C -1.962 0.278 -1.692 0.0026
C 1.473 2.882 -0.755 0.0045
C 0.513 3.911 -0.658 0.0004
C 0.770 5.151 -1.237 -0.0001
C 1.933 5.422 -1.975 0.0000
C 2.845 4.370 -2.138 0.0000
C 2.616 3.150 -1.511 -0.0010
H 4.154 -1.198 3.559 0.0000
H 2.535 -0.504 3.436 0.0001
H 3.855 0.085 2.397 0.0000
H 2.574 -2.751 2.283 -0.0004
H 3.866 -2.219 1.187 0.0000
H 1.951 -3.483 -0.507 0.0005
H 2.553 -2.149 -1.494 0.0000
H -0.527 -2.134 -1.490 -0.0041
H 0.201 -3.552 -2.240 -0.0016
H 0.571 -1.873 -2.751 -0.0011
H 3.284 0.567 -0.640 -0.0004
H 0.610 1.702 2.973 -0.0001
H -1.001 1.002 3.175 -0.0013
H -0.287 3.802 1.996 0.0000
H -1.217 3.450 3.480 -0.0001
H -1.919 3.113 1.895 0.0000
H -1.651 2.184 -0.727 -0.0010
H -2.733 1.137 0.199 -0.0013
H -1.175 0.550 -2.420 0.0002
H -2.961 0.381 -2.137 -0.0006
H -1.847 -0.793 -1.496 0.0055
H -0.434 3.741 -0.163 0.0005
H 0.043 5.949 -1.097 0.0000
H 2.060 6.391 -2.449 0.0000
H 3.723 4.510 -2.742 0.0000
H 3.304 2.316 -1.642 0.0000
N -5.152 -3.352 -0.334 0.0009
C -3.851 -3.238 -0.103 -0.0049
O -3.350 -2.024 0.172 0.0298
C -2.966 -4.408 -0.203 0.0067
C -1.512 -4.224 0.309 0.0457
H -5.737 -2.516 -0.261 0.0001
H -5.595 -4.264 -0.513 -0.0005
H -2.988 -4.712 -1.261 -0.0004
H -3.479 -5.186 0.358 0.0016
H -0.833 -5.007 -0.071 0.0033
H -1.533 -4.392 1.402 0.0028
```

As for the multiplicity: 6. For the HOMO energy (spin up / spin down), the calculation gives -13.421 / -13.421 eV. The molecular weight is 598.2 g/mol. As for the charge: +2.

***

5.
A cluster of 4 separate species, C19H32F3N2O4 in total in a non-equilibrium geometry, computed with wB97M-V/def2-TZVPD.

Geometry as XYZ:
```
60
Properties=species:S:1:pos:R:3:mulliken_charge:R:1
O 2.094 -2.097 1.379 -0.5406
C 2.609 -1.641 0.120 -0.0348
C 1.358 -1.196 -0.740 -1.1617
C 0.184 -1.022 0.208 0.7973
C -0.766 -2.035 0.458 -0.6018
C -1.728 -1.650 1.398 -0.3166
N -1.733 -0.470 1.966 0.3504
N -0.920 0.545 1.762 -0.7894
C -0.005 0.213 0.891 -0.2712
C 3.536 -0.448 0.457 0.6966
F 2.967 0.368 1.370 -0.2907
F 3.863 0.291 -0.598 -0.2574
F 4.634 -0.935 1.065 -0.2910
H 2.668 -2.793 1.729 0.3495
H 3.141 -2.497 -0.322 0.6084
H 1.556 -0.265 -1.294 0.2887
H 1.177 -1.965 -1.508 0.4384
H -0.734 -3.021 -0.004 0.4803
H -2.512 -2.374 1.666 0.5071
H -2.458 -0.293 2.664 0.2865
H 0.718 1.008 0.663 0.6746
C -7.274 -2.332 2.352 -0.5339
C -6.629 -3.145 3.464 -0.5491
C -5.600 -3.960 2.699 -0.3528
O -5.192 -3.162 1.574 -0.3819
C -6.091 -2.049 1.443 -0.3629
H -7.768 -1.426 2.700 0.3332
H -8.012 -2.943 1.826 0.2602
H -6.129 -2.477 4.170 0.2526
H -7.332 -3.763 4.020 0.3380
H -6.033 -4.887 2.314 0.2694
H -4.727 -4.210 3.305 0.2592
H -5.558 -1.143 1.757 0.1838
H -6.381 -1.936 0.398 0.3102
C 4.640 3.279 1.165 -0.3941
C 4.966 4.765 1.169 -0.6280
C 3.587 5.388 1.024 -0.4414
O 2.662 4.490 1.652 -0.4277
C 3.322 3.249 1.922 0.4860
H 5.409 2.659 1.625 0.3967
H 4.490 2.933 0.138 0.1353
H 5.404 5.046 2.129 0.2790
H 5.653 5.066 0.379 0.3481
H 3.303 5.484 -0.030 0.2668
H 3.518 6.370 1.493 0.2931
H 3.487 3.183 3.003 0.2448
H 2.683 2.427 1.619 -0.4906
C 1.297 0.925 -5.592 -0.5869
C -0.081 0.296 -5.459 -0.5839
C 0.100 -0.608 -4.252 -0.4913
O 1.082 0.017 -3.410 -0.2316
C 1.710 1.087 -4.139 -0.5428
H 1.300 1.865 -6.140 0.3428
H 1.974 0.232 -6.098 0.2760
H -0.822 1.070 -5.239 0.2764
H -0.406 -0.242 -6.348 0.3480
H 0.485 -1.591 -4.546 0.3048
H -0.826 -0.751 -3.691 0.2426
H 1.349 2.034 -3.727 0.3153
H 2.791 1.038 -4.000 0.3138
```

For the HOMO energy, the calculation gives -11.195 eV. The molecular weight is 409.5 g/mol. As for the charge: +1.

***

6.
A structure of composition C19H32IrN5O6 in a non-equilibrium geometry, computed with wB97M-V/def2-TZVPD.

Geometry as XYZ:
```
63
Properties=species:S:1:pos:R:3:mulliken_spin:R:1
Ir 0.023 0.201 0.488 0.4588
N -2.026 -0.038 0.736 0.0064
C -2.464 -0.758 1.951 0.0106
C -1.817 -0.086 3.137 -0.0051
N -0.346 -0.047 2.882 0.1457
C 0.328 1.179 3.378 -0.0041
C -0.197 2.374 2.604 0.0031
N 0.030 2.152 1.141 -0.0022
C 0.267 -1.323 3.356 -0.0071
C 1.368 -1.747 2.424 0.0105
N 0.778 -1.773 1.064 0.1679
H -2.451 0.888 0.719 -0.0041
H -2.374 -0.533 -0.086 0.0016
H -2.154 -1.799 1.855 -0.0001
H -3.552 -0.747 2.022 -0.0006
H -2.044 -0.625 4.058 0.0002
H -2.211 0.919 3.265 0.0006
H 1.397 1.058 3.200 -0.0022
H 0.181 1.336 4.450 0.0013
H 0.310 3.285 2.923 -0.0015
H -1.261 2.542 2.753 -0.0003
H 0.985 2.438 0.919 0.0047
H -0.595 2.731 0.578 0.0053
H -0.511 -2.087 3.341 0.0003
H 0.609 -1.247 4.390 0.0005
H 1.761 -2.725 2.706 0.0050
H 2.191 -1.036 2.414 -0.0036
H 0.036 -2.468 0.998 -0.0059
H 1.471 -2.020 0.359 -0.0091
O 2.528 -0.114 -1.280 0.0007
C 2.873 0.407 -0.239 0.0098
O 2.086 0.670 0.773 0.0074
C 4.344 0.749 -0.016 0.0012
N 5.053 0.722 -1.345 0.0001
C 6.481 0.212 -1.120 0.0001
C 6.560 -0.048 0.382 -0.0001
C 5.112 -0.295 0.796 -0.0001
H 4.459 1.738 0.427 0.0000
H 5.046 1.633 -1.803 0.0000
H 4.503 0.092 -1.943 0.0000
H 7.177 0.966 -1.476 0.0000
H 6.599 -0.686 -1.721 0.0000
H 6.958 0.825 0.900 0.0000
H 7.209 -0.892 0.602 0.0000
H 4.940 -0.180 1.864 0.0000
H 4.797 -1.299 0.494 0.0001
O -0.735 0.946 -1.291 -0.0172
C -0.899 -0.211 -1.881 0.0055
O -0.615 -1.224 -1.180 0.1565
C -1.412 -0.291 -3.223 0.0127
C -2.440 0.587 -3.593 0.0102
C -3.023 0.535 -4.849 0.0023
C -2.503 -0.416 -5.710 0.0269
O -2.884 -0.664 -6.962 0.0132
C -2.052 -1.731 -7.465 -0.0003
O -1.165 -2.083 -6.389 0.0018
C -1.462 -1.276 -5.353 -0.0029
C -0.893 -1.257 -4.111 -0.0060
H -2.779 1.323 -2.875 -0.0002
H -3.825 1.193 -5.149 -0.0002
H -1.473 -1.366 -8.309 0.0008
H -2.679 -2.584 -7.715 0.0008
H -0.102 -1.939 -3.834 0.0002
```

As for the multiplicity: 2. For the HOMO energy (spin up / spin down), the calculation gives -15.002 / -14.906 eV. The molecular weight is 618.7 g/mol. As for the energy above the lowest of the compared OMol25 structures with the same formula, charge and spin: 50.20 kcal/mol. As for the charge: +3.

***

- Look up the charge of the fifth one.
  +1